A cluster of 2 separate species, C4H6ClN in total. Source: the OMol25 dataset; level of theory: ωB97M-V with the def2-TZVPD basis set.

Each line ends with the natural charge from an NBO analysis.
Geometry (Å):
C: -1.526 -0.191 2.100  0.022
C: 0.174 -0.034 0.011  0.251
C: -1.072 0.060 -0.875  -0.682
C: 1.598 -0.228 -0.536  -0.652
N: 0.301 -0.133 1.251  -0.438
Cl: -1.703 1.085 3.045  0.127
H: -0.875 -0.810 -1.585  0.247
H: -1.076 1.111 -1.199  0.237
H: -1.833 0.019 -0.104  0.234
H: 2.203 0.660 -0.552  0.224
H: 1.726 -0.629 -1.626  0.199
H: 2.084 -0.910 0.070  0.231

Summary:
Calculated total energy, eV: -18251.6411
HOMO-LUMO gap (alpha / beta), eV: 7.37 / 7.37
Largest force on an atom, eV Å⁻¹: 5.3
2S+1: 1
Energy above the lowest of the compared OMol25 structures with the same formula, charge and spin, eV: 5.800
HOMO energy (alpha / beta), eV: -8.1 / -8.1